Entry 1:
{
  "formula": "C4H9N",
  "method": "ωB97M-V/def2-TZVPD",
  "elements": ["C", "N", "C", "C", "C", "H", "H", "H", "H", "H", "H", "H", "H", "H"],
  "positions_angstrom": [[0.07328, -0.63219, 2.05841], [0.26296, 0.24313, 0.90852], [0.56483, -0.36546, -0.39014], [-0.80366, 0.88652, -1.98843], [0.40317, 0.57926, -1.52830], [-1.00187, -0.81981, 2.15942], [0.60879, -1.57061, 1.96814], [0.41411, -0.13342, 2.96621], [-0.57158, 0.84883, 0.88126], [-0.15490, -1.19729, -0.47227], [1.56486, -0.78705, -0.28448], [-1.04152, 1.60714, -2.75935], [-1.58469, 0.16155, -1.74682], [1.26621, 1.17941, -1.77217]],
  "forces_ev_per_a": [[0.774, 0.023, 0.204], [-2.484, -1.567, 0.066], [0.713, 0.215, 0.110], [-0.157, -1.487, -0.424], [-0.057, 1.302, 0.449], [0.021, 0.091, 0.006], [0.135, 0.007, -0.224], [-0.093, 0.190, 0.071], [0.937, 0.862, -0.287], [0.026, -0.071, 0.138], [0.018, -0.216, -0.186], [0.256, 0.145, 0.170], [-0.288, 0.521, 0.110], [0.199, -0.017, -0.204]],
  "fmax_ev_per_a": 2.9,
  "relative_energy_kj_mol": 210.2,
  "s_squared": 0.754,
  "spin_multiplicity": 2,
  "orbital_gap_ev": [11.8, 6.7],
  "charge": 1,
  "homo_ev": [-14.96, -14.93]
}

Entry 2:
{
  "formula": "C2H8N",
  "method": "ωB97M-V/def2-TZVPD",
  "elements": ["C", "N", "C", "H", "H", "H", "H", "H", "H", "H", "H"],
  "positions_angstrom": [[-0.19268, -0.58207, -1.30546], [-0.13805, 0.47273, -0.11097], [0.48135, 0.18467, 1.34070], [0.30545, -0.19748, -2.27403], [-1.28405, -0.88902, -1.51473], [0.24475, -1.46568, -0.87777], [-0.03267, 1.48626, -0.39280], [-1.15640, 0.54509, 0.21628], [-0.35102, -0.09036, 2.02516], [1.31332, -0.57210, 1.28425], [0.81001, 1.10795, 1.60936]],
  "forces_ev_per_a": [[-0.722, 0.620, -0.375], [-1.934, -0.817, 0.693], [-0.541, -2.897, -1.902], [-0.681, -0.520, 2.000], [1.594, 1.059, 0.416], [0.622, -0.302, -0.225], [0.710, -0.359, -0.218], [0.105, -0.021, -0.540], [0.611, -0.182, -0.764], [-1.050, 0.832, -0.007], [1.285, 2.585, 0.923]],
  "fmax_ev_per_a": 3.5,
  "relative_energy_kj_mol": 197.5,
  "s_squared": 0.751,
  "spin_multiplicity": 2,
  "orbital_gap_ev": [4.6, 13.8],
  "homo_ev": [-3.53, -13.03]
}

Entry 3:
{
  "formula": "C18H62F3N28O16Ti",
  "method": "ωB97M-V/def2-TZVPD",
  "elements": ["Ti", "C", "O", "O", "C", "F", "F", "F", "C", "C", "H", "H", "H", "H", "H", "H", "C", "O", "N", "N", "H", "H", "H", "H", "C", "O", "N", "N", "H", "H", "H", "H", "C", "O", "N", "N", "H", "H", "H", "H", "C", "O", "N", "N", "H", "H", "H", "H", "C", "O", "N", "N", "H", "H", "H", "H", "C", "O", "N", "N", "H", "H", "H", "H", "C", "O", "N", "N", "H", "H", "H", "H", "C", "O", "N", "N", "H", "H", "H", "H", "C", "O", "N", "N", "H", "H", "H", "H", "C", "O", "N", "N", "H", "H", "H", "H", "C", "O", "N", "N", "H", "H", "H", "H", "C", "O", "N", "N", "H", "H", "H", "H", "C", "O", "N", "N", "H", "H", "H", "H", "C", "O", "N", "N", "H", "H", "H", "H"],
  "positions_angstrom": [[9.77666, -0.72257, 22.46793], [15.65462, 0.22796, 20.90454], [15.72484, 1.39573, 20.02554], [14.59226, 0.47036, 21.85380], [15.65907, -1.03886, 20.02054], [15.62715, -2.16410, 20.66746], [14.52703, -1.01813, 19.33607], [16.68051, -0.97168, 19.11578], [16.54997, 2.51783, 20.45622], [16.40037, 3.52472, 19.39406], [16.10248, 3.19618, 18.39835], [15.62723, 4.28639, 19.49519], [17.38886, 3.97991, 19.33264], [17.60719, 2.25304, 20.43941], [16.33605, 2.98711, 21.41650], [16.61883, 0.20569, 21.41240], [11.29869, 10.18473, 19.30232], [11.40278, 9.22965, 19.92112], [11.98980, 10.29592, 18.22120], [10.50233, 11.19697, 19.55770], [12.13792, 11.27827, 18.03916], [12.52025, 9.48429, 17.93840], [10.34591, 11.96675, 18.92281], [10.17192, 11.21942, 20.51186], [20.17423, -4.35031, 24.36306], [19.63727, -4.36171, 25.48764], [20.96072, -3.37240, 23.90727], [19.90869, -5.27093, 23.47955], [20.81626, -2.53481, 24.45286], [21.53310, -3.47570, 23.08155], [20.62981, -5.34162, 22.77592], [18.98981, -5.68936, 23.45378], [18.00525, -8.50320, 16.26948], [17.55254, -9.67986, 16.23839], [18.54584, -7.78841, 15.30993], [17.86699, -7.71431, 17.29320], [18.91744, -6.90501, 15.62870], [18.77743, -8.15790, 14.39892], [18.19881, -6.76604, 17.18935], [17.43781, -7.94115, 18.17890], [11.76646, -6.26442, 12.58129], [11.14114, -6.40525, 11.61030], [11.69977, -7.10310, 13.54134], [12.48328, -5.25696, 12.98164], [12.46747, -7.07021, 14.19682], [11.15707, -7.93169, 13.34383], [12.90257, -5.12949, 13.89160], [12.80910, -4.69569, 12.20774], [21.46281, 2.23975, 26.74397], [22.34625, 2.20599, 25.91097], [21.70742, 1.92491, 27.98142], [20.28722, 2.49236, 26.47191], [22.67670, 1.81511, 28.24317], [20.94483, 2.07522, 28.62637], [20.01710, 2.52243, 25.49916], [19.57758, 2.54385, 27.18875], [14.94828, -11.02364, 22.41430], [13.79980, -10.64596, 22.52165], [15.93549, -10.17399, 22.78119], [15.35405, -12.24238, 22.10054], [16.88327, -10.48418, 22.62122], [15.69633, -9.36125, 23.33107], [16.32870, -12.40454, 22.30999], [14.63842, -12.84006, 21.71227], [9.72964, 3.37754, 18.92460], [9.73973, 2.14918, 18.84763], [10.75787, 4.05381, 19.09157], [8.67717, 4.11722, 19.04992], [11.51894, 3.40716, 19.24226], [10.53055, 4.98997, 19.39492], [7.81938, 3.62621, 19.25781], [8.86562, 5.10602, 18.96720], [16.24473, -0.57142, 29.98691], [16.28503, 0.62923, 29.64987], [15.69587, -1.56906, 29.35439], [16.60581, -0.99252, 31.16291], [15.49390, -1.51262, 28.36640], [15.84005, -2.50606, 29.70271], [16.40838, -1.82862, 31.69400], [16.99253, -0.26389, 31.74570], [21.33438, 3.83847, 14.62004], [22.28064, 3.17613, 14.76952], [21.11606, 4.96939, 15.30284], [20.33425, 3.57958, 13.88833], [21.82147, 5.48359, 15.81087], [20.15572, 5.12021, 15.57685], [20.35891, 2.69112, 13.40862], [19.82410, 4.37973, 13.54246], [12.40538, 5.13310, 25.47294], [12.24537, 6.27016, 25.93434], [11.71415, 4.73811, 24.50573], [13.23999, 4.27125, 25.84980], [12.02120, 3.85908, 24.11441], [11.25281, 5.44246, 23.94791], [13.76103, 4.62322, 26.64020], [13.09265, 3.27980, 25.72570], [15.81455, 8.20874, 12.02276], [16.46132, 8.00304, 13.06364], [14.75649, 8.94931, 11.92304], [16.30175, 7.86653, 10.89776], [14.48503, 9.52678, 12.70594], [14.49485, 9.13859, 10.96606], [15.85529, 8.00610, 10.00262], [17.17669, 7.36326, 10.86186], [8.05761, -6.03283, 20.33885], [8.14621, -4.92676, 20.82045], [9.07537, -6.67010, 19.87560], [6.99387, -6.71207, 20.35857], [9.94645, -6.15998, 19.90884], [9.12619, -7.50518, 19.30977], [6.14278, -6.21746, 20.58465], [6.91732, -7.63772, 19.96182], [12.25621, 1.92248, 12.61564], [12.15007, 2.10237, 11.36769], [11.60246, 1.03807, 13.19216], [12.93818, 2.75644, 13.41198], [11.19174, 0.32189, 12.61036], [11.76465, 0.86188, 14.17337], [12.95093, 2.59849, 14.40947], [13.42944, 3.56085, 13.04911], [19.39570, 11.11067, 17.97246], [19.40454, 12.05368, 18.77501], [20.52876, 10.69469, 17.35005], [18.38470, 10.40278, 17.71907], [21.34762, 11.27359, 17.47023], [20.51416, 9.96219, 16.65481], [18.36803, 9.72750, 16.96818], [17.51410, 10.80843, 18.03146]],
  "forces_ev_per_a": [[0.329, 0.009, -0.238], [-1.365, 2.787, 2.782], [0.441, -0.427, 0.563], [2.228, -1.771, -2.414], [-1.218, 3.198, -0.495], [1.141, -1.477, 0.947], [-1.165, -0.195, -1.523], [-0.194, -0.791, 0.685], [-0.713, -1.717, -0.682], [-0.076, 1.795, -1.457], [0.615, -0.960, 0.040], [0.099, 0.236, 0.918], [-0.206, 0.659, -0.413], [0.071, -0.605, 0.336], [-0.472, -0.609, 0.309], [0.382, -0.165, 0.487], [-0.508, 2.283, -1.874], [-0.232, -7.061, 5.775], [1.811, 1.888, -4.161], [-2.166, 2.548, 1.521], [1.003, -0.589, -1.257], [0.311, 0.758, -0.069], [0.000, -0.240, 0.405], [-0.243, 0.357, -0.357], [-1.893, 0.781, 3.661], [0.580, 0.721, -1.284], [0.898, 1.266, 0.697], [0.157, -2.676, -2.369], [0.994, 0.148, -0.370], [-0.373, 0.624, 0.276], [-1.041, -0.546, -0.579], [0.665, -0.293, -0.012], [-2.571, -4.770, -0.247], [1.341, 2.177, -0.389], [1.668, 0.877, -3.097], [-0.438, 2.580, 4.316], [0.248, -0.283, -1.068], [-0.005, 0.053, 0.392], [-0.363, -0.234, 0.607], [0.104, -0.380, -0.505], [0.007, 0.307, 1.668], [-2.332, 0.210, -5.552], [-0.411, -4.767, 4.406], [2.966, 4.966, -1.156], [-0.544, -0.887, 0.124], [0.394, -0.085, 0.479], [-0.191, -0.205, -0.466], [0.122, 0.459, 0.504], [6.421, -1.378, -0.909], [1.466, 0.034, -1.523], [0.475, -0.637, 3.899], [-8.624, 1.969, -2.102], [-0.463, 0.116, 0.245], [0.790, -0.266, 0.538], [-0.025, 0.199, 0.332], [-0.082, -0.070, -0.479], [-1.120, 2.047, 1.654], [-1.175, -0.334, -0.594], [1.494, 0.184, -0.164], [0.389, -0.858, -0.622], [-0.033, 0.710, 0.411], [0.215, -0.284, -0.302], [-0.524, -1.065, -0.547], [0.750, -0.391, 0.153], [-2.802, -5.395, 0.181], [-0.463, -0.773, -0.319], [6.155, 2.944, 0.065], [-4.205, 1.388, -0.280], [1.002, 1.219, 0.243], [1.991, -0.148, 0.404], [-0.158, 0.884, -0.389], [-1.482, -0.157, 0.210], [-0.943, 3.389, -0.711], [0.366, -1.698, -0.108], [-1.757, -2.738, -3.586], [2.662, 0.709, 5.276], [0.009, 0.199, 0.223], [0.009, 0.270, -0.232], [-0.248, -0.023, -0.884], [-0.051, -0.086, -0.014], [1.068, 2.409, 2.804], [4.635, -3.263, 0.206], [-0.762, 3.205, 1.604], [-4.754, -1.747, -4.087], [-0.037, -0.669, -0.073], [0.331, 0.340, 0.043], [-0.269, 0.379, -0.236], [-0.230, -0.653, -0.254], [-1.422, 6.348, 2.110], [0.709, 0.014, 0.490], [-4.389, -2.375, -5.988], [5.185, -3.493, 3.796], [-0.516, 0.423, -0.780], [-0.059, -0.429, 0.047], [0.236, -0.798, 0.147], [0.323, 0.295, 0.155], [2.846, 0.399, 4.802], [-0.905, -0.141, 0.119], [-3.447, 1.768, -0.055], [2.529, -2.507, -5.644], [-0.116, -0.182, -0.406], [-0.591, 0.609, 0.657], [0.025, -0.023, 0.302], [-0.323, 0.067, 0.249], [1.441, 2.341, 1.101], [0.165, 2.274, 0.643], [5.477, -1.638, -2.055], [-6.397, -2.982, -0.048], [-0.156, -0.102, -0.006], [-0.585, 0.189, 0.282], [0.131, -0.295, 0.010], [-0.029, 0.324, 0.129], [1.938, 5.356, -6.311], [0.758, -0.203, 1.752], [-3.458, -5.844, 3.688], [1.241, 1.070, 1.167], [-0.033, 0.141, 0.297], [-0.322, -0.335, -0.223], [0.145, 0.240, -0.266], [-0.261, -0.412, -0.072], [4.728, 3.454, 2.025], [-0.114, -0.402, -0.664], [1.219, 0.033, -0.432], [-5.667, -2.919, -1.179], [-0.206, -0.304, -0.115], [0.198, 0.346, 0.180], [-0.157, 0.206, 0.224], [-0.017, -0.425, -0.072]],
  "fmax_ev_per_a": 9.1,
  "relative_energy_kj_mol": 433.7,
  "s_squared": 4.000,
  "spin_multiplicity": 4,
  "orbital_gap_ev": [2.8, 6.6],
  "homo_ev": [-5.80, -7.68]
}